--- i ---
# C41H36Cl3GaINO2P

A molecular structure, C41H36Cl3GaINO2P (ωB97M-V/def2-TZVPD, the OMol25 dataset).

Computed properties:
Total charge: +1
E_LUMO, hartree: -0.115
HOMO, Ha: -0.380

Element x y z (Å)
Ga: 0.1941 -0.3418 -0.2851
I: 1.3129 -1.0278 2.4991
C: 2.1495 -2.9003 2.1772
C: 1.8460 -3.7918 3.1661
C: 2.4939 -5.0441 3.2326
C: 3.4704 -5.3213 2.3347
C: 3.7888 -4.4143 1.2897
C: 4.8379 -4.7590 0.4054
C: 5.1783 -3.9462 -0.6268
C: 4.4196 -2.7845 -0.8527
C: 3.3814 -2.4036 -0.0369
P: 2.4961 -0.9566 -0.7605
C: 2.3304 -1.4679 -2.5006
C: 1.4159 -2.4916 -2.7558
C: 1.1785 -2.9205 -4.0484
C: 1.8465 -2.3167 -5.1109
C: 2.7699 -1.3142 -4.8638
C: 3.0186 -0.8938 -3.5604
C: 3.6176 0.4463 -0.6584
C: 4.5359 0.5154 0.3870
C: 5.3061 1.6577 0.5570
C: 5.1555 2.7342 -0.3063
C: 4.2266 2.6776 -1.3371
C: 3.4472 1.5450 -1.5040
C: 3.0807 -3.1863 1.1312
H: 1.1283 -3.5259 3.9300
H: 2.2391 -5.7416 4.0196
H: 4.0334 -6.2449 2.3971
H: 5.3683 -5.6883 0.5775
H: 5.9917 -4.1987 -1.2935
H: 4.6529 -2.1926 -1.7298
H: 0.8874 -2.9708 -1.9361
H: 0.4699 -3.7182 -4.2316
H: 1.6483 -2.6336 -6.1271
H: 3.3042 -0.8531 -5.6845
H: 3.7646 -0.1296 -3.3835
H: 4.6656 -0.3224 1.0613
H: 6.0222 1.7056 1.3671
H: 5.7564 3.6241 -0.1696
H: 4.0942 3.5220 -2.0006
H: 2.6908 1.5344 -2.2814
Cl: -4.9879 -2.6714 -4.5747
C: -3.5981 -1.9635 -3.8181
C: -3.2634 -2.3314 -2.5289
C: -2.1548 -1.7280 -1.9691
Cl: -1.6654 -2.1682 -0.3274
C: -1.3639 -0.7748 -2.6072
O: -0.3182 -0.2152 -2.0366
C: -1.7343 -0.4571 -3.9181
Cl: -0.7738 0.6909 -4.7847
C: -2.8381 -1.0357 -4.5154
H: -3.8442 -3.0644 -1.9862
H: -3.1048 -0.7623 -5.5275
O: 1.2861 1.9090 0.5339
C: 0.1413 1.5396 0.3568
C: 1.4922 4.1066 -3.8057
C: 0.5735 4.3711 -2.6374
C: 0.0824 5.6520 -2.3888
C: -0.7532 5.8955 -1.3130
C: -1.3318 7.2681 -1.0710
C: -1.0749 4.8470 -0.4495
C: -0.5903 3.5686 -0.6742
C: 0.2149 3.3393 -1.7894
N: -0.9079 2.4365 0.1616
C: -2.2581 2.2465 0.7966
C: -2.3668 3.0960 2.0713
C: -3.3576 2.5604 -0.2168
C: -2.4394 0.7997 1.2440
H: 1.1887 4.6692 -4.6898
H: 1.5033 3.0462 -4.0648
H: 2.5178 4.4050 -3.5745
H: 0.3478 6.4689 -3.0530
H: -0.7730 8.0350 -1.6061
H: -1.3250 7.5230 -0.0109
H: -2.3680 7.3183 -1.4123
H: -1.7054 5.0706 0.3926
H: 0.5394 2.3333 -2.0314
H: -2.2360 4.1586 1.9089
H: -1.6130 2.7790 2.7954
H: -3.3520 2.9456 2.5177
H: -3.3436 3.5943 -0.5520
H: -4.3332 2.3672 0.2347
H: -3.2511 1.9199 -1.0961
H: -1.6443 0.4562 1.9093
H: -2.5290 0.1146 0.4057
H: -3.3760 0.7508 1.8014

Here are the Mulliken charges for atoms 1 to 2, given in e: atom 1 (Ga): -0.252, atom 2 (I): 0.141

--- ii ---
# C41H36Cl3GaINO2P

A molecular structure, C41H36Cl3GaINO2P (ωB97M-V/def2-TZVPD, the OMol25 dataset).

Computed properties:
Total charge: +1
E_LUMO, hartree: -0.109
HOMO, Ha: -0.370

Element x y z (Å)
Ga: -1.4258 0.4256 -0.2923
I: -1.4642 1.7164 2.2798
C: 0.4566 1.7172 3.2462
C: 0.3215 1.8367 4.6039
C: 1.4389 1.9452 5.4396
C: 2.6785 1.9564 4.8804
C: 2.8497 1.8336 3.4835
C: 4.1697 1.8570 2.9866
C: 4.4181 1.7765 1.6505
C: 3.3423 1.6190 0.7745
C: 2.0321 1.5320 1.2073
P: 0.9688 1.2074 -0.2701
C: 1.4691 2.6839 -1.2347
C: 1.9999 2.6308 -2.5175
C: 2.4073 3.8027 -3.1420
C: 2.2794 5.0218 -2.4981
C: 1.7506 5.0795 -1.2150
C: 1.3489 3.9165 -0.5841
C: 1.7162 -0.2471 -1.0737
C: 1.2405 -0.5695 -2.3470
C: 1.6415 -1.7383 -2.9715
C: 2.4797 -2.6243 -2.3116
C: 2.9379 -2.3213 -1.0387
C: 2.5663 -1.1370 -0.4230
C: 1.7251 1.6838 2.5976
H: -0.6681 1.8669 5.0383
H: 1.2952 2.0443 6.5057
H: 3.5593 2.0728 5.4973
H: 4.9839 1.9471 3.6934
H: 5.4256 1.8183 1.2619
H: 3.5575 1.5451 -0.2833
H: 2.1293 1.6832 -3.0221
H: 2.8368 3.7579 -4.1333
H: 2.6007 5.9303 -2.9883
H: 1.6664 6.0281 -0.7026
H: 0.9744 3.9556 0.4323
H: 0.5743 0.1060 -2.8676
H: 1.2881 -1.9596 -3.9696
H: 2.7705 -3.5511 -2.7868
H: 3.5854 -3.0109 -0.5147
H: 2.9333 -0.9144 0.5680
Cl: -6.4796 2.6218 -4.7835
C: -5.4699 2.2328 -3.4429
C: -4.1191 2.0099 -3.6525
C: -3.3371 1.7124 -2.5559
Cl: -1.6609 1.3053 -2.7167
C: -3.8245 1.6667 -1.2468
O: -3.0298 1.4065 -0.2179
C: -5.1959 1.8944 -1.0824
Cl: -5.8437 1.8171 0.5104
C: -6.0120 2.1539 -2.1673
H: -3.6953 2.0613 -4.6446
H: -7.0724 2.2969 -2.0194
O: -2.0005 4.1407 -1.0137
C: -1.3372 3.3188 -0.6208
C: 0.7972 -5.7449 1.0562
C: 0.6476 -4.2551 1.1951
C: 1.3420 -3.5736 2.1847
C: 1.1833 -2.2040 2.3294
C: 1.9784 -1.4621 3.3693
C: 0.2863 -1.5405 1.5024
C: -0.4889 -2.1956 0.5356
C: -0.2300 -3.5649 0.3699
N: -1.4980 -1.4903 -0.1522
C: -2.6053 -2.2509 -0.7966
C: -3.2295 -3.2656 0.1842
C: -2.1535 -2.8712 -2.1317
C: -3.7628 -1.3186 -1.1506
H: 1.7356 -6.0852 1.4905
H: 0.7550 -6.0570 0.0131
H: -0.0132 -6.2516 1.5846
H: 2.0156 -4.1093 2.8420
H: 2.4966 -2.1667 4.0171
H: 1.3432 -0.8277 3.9882
H: 2.7347 -0.8269 2.9010
H: 0.1653 -0.4710 1.6313
H: -0.7235 -4.1453 -0.3903
H: -2.5044 -3.8419 0.7434
H: -3.8646 -3.9568 -0.3693
H: -3.8466 -2.7335 0.9090
H: -1.3031 -3.5392 -2.0374
H: -1.8659 -2.0747 -2.8228
H: -2.9806 -3.4291 -2.5722
H: -4.0905 -0.7595 -0.2735
H: -4.6066 -1.9141 -1.4962
H: -3.4974 -0.6357 -1.9595

Here are the Mulliken charges for atoms 1 to 2, given in e: atom 1 (Ga): 0.393, atom 2 (I): 0.257

If you had to name the least stable structure above, which would it be? It would be ii.